Density functional theory data (ωB97M-V/def2-TZVPD) for a cluster of 6 separate species, C3H20N2O5S in total.

Structure (ORCA input):
```
! wB97M-V def2-TZVPD RIJCOSX def2/J DEFGRID3
* xyz -1 2
C -0.085 2.129 -1.255
C -1.234 2.712 -2.013
S -2.614 3.380 -0.828
N -0.265 0.819 -0.675
C 0.029 -0.317 -1.581
N 0.683 -1.513 -0.898
H 0.851 2.350 -1.848
H 0.191 2.791 -0.305
H -1.800 1.914 -2.560
H -0.983 3.463 -2.808
H -2.718 2.293 0.081
H -1.021 0.831 -0.086
H -0.916 -0.817 -1.909
H 0.604 -0.018 -2.474
H 1.312 -1.176 -0.153
H -0.001 -1.816 -0.159
H 3.450 0.991 -1.767
H 2.424 0.917 -0.610
O 2.899 1.499 -1.151
H -1.671 -1.186 2.287
H -2.289 0.075 3.082
O -2.213 -0.393 2.254
H 1.236 -4.386 2.298
H 2.689 -3.877 1.804
O 2.100 -3.769 2.434
H 1.388 -0.727 2.996
H 2.136 -2.054 2.375
O 1.993 -1.099 2.451
H 0.804 -4.786 -0.174
H 0.017 -3.828 0.396
O 0.337 -4.653 0.623
*
```

E_LUMO (spin up / spin down) ... 0.1081 / 0.1060 Ha
Gap between HOMO and LUMO (spin up / spin down) ... 2.5 / 8.8 eV
M ... 196.3 g mol⁻¹
Energy ... -1010.07101 a.u.

***

Density functional theory data (ωB97M-V/def2-TZVPD) for a structure of composition C7H7N.

Structure (ORCA input):
```
! wB97M-V def2-TZVPD RIJCOSX def2/J DEFGRID3
* xyz 0 1
C 3.000 0.087 0.069
C 1.859 0.183 0.015
C 0.355 0.209 0.330
C -0.059 -0.744 -0.858
C -1.340 -0.791 -0.050
C -1.779 0.798 -0.171
C -0.549 1.414 0.184
H 4.148 -0.021 0.084
H -0.127 -0.205 -1.837
H 0.351 -1.605 -1.195
H -2.201 -1.429 -0.144
H -0.604 -0.668 2.214
H -2.804 1.202 -0.211
H 0.176 2.430 0.410
N -0.426 -0.860 1.160
*
```

E_LUMO ... 0.0390 Ha
Gap between HOMO and LUMO ... 9.8 eV
M ... 105.1 g mol⁻¹
Energy ... -325.41036 a.u.
ΔE to the lowest compared entry with this formula, charge and spin ... 6.757 eV

***

Density functional theory data (ωB97M-V/def2-TZVPD) for a structure of composition C20H30N2O4.

Structure (ORCA input):
```
! wB97M-V def2-TZVPD RIJCOSX def2/J DEFGRID3
* xyz 0 1
C -1.081 4.881 2.147
C 0.144 5.576 2.642
C 1.092 6.150 1.641
C 2.171 5.348 1.047
C 1.665 4.258 0.090
O 1.061 4.466 -0.842
N 1.472 3.191 0.949
C 1.303 1.789 0.548
C 0.697 1.591 -0.665
C 0.131 0.275 -1.064
C 0.354 -0.778 0.102
C 1.030 -0.482 1.217
C 1.364 0.766 1.274
O 1.902 1.004 2.768
C 2.193 0.022 3.569
H 1.007 -0.314 3.971
H 2.611 -0.746 3.109
H 2.473 0.547 4.485
H 1.046 -1.509 1.850
N -0.256 -1.994 -0.404
C -0.052 -3.163 0.143
O 0.224 -3.258 1.462
C -0.766 -4.383 -0.498
C -0.116 -4.562 -1.792
C -0.306 -5.911 -2.584
C -2.066 -5.683 -2.944
C -2.887 -5.266 -1.808
C -2.164 -4.212 -0.799
H -2.457 -3.131 -1.510
H -2.860 -3.952 0.000
H -3.801 -5.197 -1.788
H -2.651 -6.175 -1.055
H -2.184 -4.783 -3.574
H -2.499 -6.406 -3.550
H -0.060 -5.949 -3.620
H -0.451 -6.823 -1.837
H 0.113 -3.795 -2.647
H 0.827 -4.782 -1.575
H -0.662 -5.233 0.072
H -0.590 -1.930 -1.243
O -0.638 -0.054 -2.238
C -0.779 1.135 -2.956
H -1.272 1.915 -2.761
H 0.289 1.530 -3.555
H -0.985 0.611 -3.955
H 0.448 2.271 -1.447
H 1.942 2.998 1.799
H 2.699 5.889 0.269
H 2.894 4.962 1.969
H 1.572 7.320 2.145
H 0.514 6.606 0.792
H -0.169 6.476 3.328
H 0.846 4.869 3.309
H -0.784 4.083 1.442
H -1.743 4.427 2.886
H -1.802 5.513 1.684
*
```

E_LUMO ... 0.0201 Ha
Gap between HOMO and LUMO ... 8.7 eV
M ... 362.5 g mol⁻¹
Energy ... -1190.00452 a.u.
ΔE to the lowest compared entry with this formula, charge and spin ... 17.556 eV

***

Density functional theory data (ωB97M-V/def2-TZVPD) for a structure of composition C54H39CoF3N5O4S.

Structure (ORCA input):
```
! wB97M-V def2-TZVPD RIJCOSX def2/J DEFGRID3
* xyz -1 2
Co 0.117 1.471 -1.137
C -2.519 6.222 -9.380
O -1.519 6.470 -8.415
C -1.456 5.623 -7.346
C -2.327 4.563 -7.136
C -2.171 3.760 -6.009
C -1.160 3.986 -5.087
C -0.315 5.083 -5.302
C -0.451 5.883 -6.417
C -0.950 3.141 -3.890
C -0.915 1.787 -3.944
C -1.215 0.940 -5.089
C -1.300 -0.320 -4.631
C -0.962 -0.282 -3.213
N -0.717 0.950 -2.821
C -0.778 -1.469 -2.418
C 0.000 -1.465 -1.306
C 0.448 -2.650 -0.562
C 1.424 -2.244 0.255
C 1.551 -0.784 0.094
C 2.463 0.005 0.785
C 3.611 -0.659 1.460
C 4.491 -1.472 0.735
C 5.585 -2.071 1.332
C 5.836 -1.870 2.685
O 6.939 -2.502 3.200
C 7.384 -2.078 4.472
C 4.974 -1.080 3.432
C 3.874 -0.492 2.814
C 2.348 1.416 0.798
N 1.353 2.101 0.248
C 1.494 3.444 0.650
C 0.575 4.400 0.414
C 0.727 5.763 0.967
C 1.847 6.553 0.697
C 1.973 7.828 1.216
C 0.967 8.356 2.019
O 1.173 9.626 2.483
C 0.161 10.186 3.294
C -0.165 7.595 2.291
C -0.273 6.315 1.759
C -0.660 4.029 -0.358
C -1.704 5.088 -0.863
C -1.610 4.959 -2.355
C -0.887 3.829 -2.601
N -0.278 3.270 -1.537
C 2.711 3.554 1.451
C 3.241 2.327 1.532
N 0.650 -0.355 -0.807
C -1.400 -2.720 -2.927
C -0.655 -3.841 -3.294
C -1.265 -4.977 -3.795
C -2.648 -5.013 -3.945
O -3.165 -6.174 -4.454
C -4.563 -6.229 -4.637
C -3.410 -3.907 -3.587
C -2.781 -2.771 -3.087
H -2.410 6.994 -10.137
H -3.520 6.287 -8.945
H -2.393 5.240 -9.842
H -3.136 4.354 -7.822
H -2.893 2.975 -5.824
H 0.461 5.293 -4.578
H 0.210 6.723 -6.588
H -1.351 1.272 -6.103
H -1.534 -1.214 -5.188
H 0.046 -3.643 -0.673
H 1.997 -2.837 0.951
H 4.308 -1.621 -0.322
H 6.266 -2.692 0.762
H 8.319 -2.600 4.660
H 6.673 -2.338 5.260
H 7.556 -0.998 4.489
H 5.137 -0.921 4.488
H 3.190 0.101 3.411
H 2.621 6.160 0.050
H 2.839 8.439 0.999
H 0.501 11.182 3.563
H 0.007 9.599 4.203
H -0.786 10.263 2.753
H -0.964 7.978 2.908
H -1.155 5.726 1.987
H -1.622 6.105 -0.477
H -2.146 5.543 -3.085
H 3.071 4.459 1.913
H 4.141 2.032 2.046
H 0.425 -3.814 -3.199
H -0.686 -5.845 -4.084
H -4.775 -7.194 -5.092
H -4.912 -5.434 -5.301
H -5.094 -6.154 -3.684
H -4.487 -3.915 -3.670
H -3.371 -1.912 -2.784
F -5.192 2.700 -3.126
C -4.740 1.716 -2.297
F -4.166 0.821 -3.114
F -5.849 1.153 -1.787
C -3.803 2.273 -1.250
C -3.785 3.591 -1.093
C -2.836 4.251 -0.163
C -1.782 3.276 0.423
N -1.847 1.852 0.147
C -2.891 1.356 -0.459
S -3.304 -0.294 -0.375
H -4.430 4.223 -1.691
H -3.382 4.826 0.591
H -1.671 3.394 1.508
*
```

E_LUMO (spin up / spin down) ... 0.0477 / 0.0481 Ha
Gap between HOMO and LUMO (spin up / spin down) ... 4.9 / 4.9 eV
M ... 969.9 g mol⁻¹
Energy ... -4736.50304 a.u.
ΔE to the lowest compared entry with this formula, charge and spin ... 2.622 eV